Entry 1:
9
Properties=species:S:1:pos:R:3:lowdin_charge:R:1 method="wB97M-V/def2-TZVPD" smiles="CN=O.C#N" multiplicity=1 homo_ev=-9.242 e_above_lowest_kj_mol=321.4
O -0.783 1.606 0.384 -0.037
N -1.042 0.893 -0.560 -0.113
N 2.224 -0.269 -0.557 0.071
C -1.146 -0.520 -0.305 -0.127
C 2.185 0.226 0.467 -0.085
H -2.175 -0.800 -0.549 0.087
H 2.136 0.690 1.415 0.053
H -0.902 -0.794 0.725 0.077
H -0.497 -1.033 -1.019 0.075

***

Entry 2:
9
Properties=species:S:1:pos:R:3:lowdin_charge:R:1 method="wB97M-V/def2-TZVPD" smiles="[H]/N=C/C(N)=O" multiplicity=1 homo_ev=-9.827 e_above_lowest_kj_mol=105.8
O 2.192 0.634 0.179 0.112
N -1.019 0.876 0.532 0.098
N 1.046 -1.363 -0.040 0.168
C 1.172 0.098 -0.086 -0.498
C -0.078 0.855 -0.274 -0.223
H -1.706 1.716 0.468 0.105
H 0.538 -1.880 -0.700 0.070
H 1.935 -1.645 0.057 0.030
H -0.131 1.472 -1.246 0.137